ORCA calculation (ωB97M-V with the def2-TZVPD basis set) on C28H29BrIN6O3SZr as an isolated structure in a non-equilibrium geometry.

Summary:
**Orbital gap**: 6.407 eV
**Total charge**: +3
**Relative energy (zero: lowest compared OMol25 entry of this formula, charge and spin)**: 31.5 kcal/mol
**Total energy**: -4954.69868 Eh

Cartesian coordinates (Å):
H1 -0.8564 0.6828 4.7417
N1 0.4973 1.8627 -0.2032
N2 1.7393 1.7474 -2.2029
N3 -0.2967 0.5616 -1.8614
H2 -3.4242 -3.8201 -1.9516
C1 -4.2249 1.5723 -0.1001
H3 -3.4867 -6.2306 -1.7394
N4 6.4898 4.7983 1.0699
H4 0.6689 -2.9169 1.7224
H5 7.2541 4.6832 0.4253
H6 2.6403 1.6252 -4.0357
H7 -2.5011 -0.5121 3.3218
H8 4.0767 1.4777 -0.8256
H9 -1.7396 -2.3696 1.8801
C2 -2.5137 -5.7718 -1.9052
H10 0.1355 -3.4980 -3.4219
H11 -5.8392 1.0672 -1.4165
H12 0.7113 0.3203 -5.0588
H13 2.8894 -2.4764 4.0089
H14 -2.6741 -4.2306 -0.3889
H15 -1.7604 -6.3144 -1.3209
C3 -1.4426 -0.6973 3.1952
H16 -6.0857 4.8473 0.5942
C4 -0.8258 -2.7055 -1.1640
H17 4.4134 4.9847 2.6825
C5 0.7293 0.5837 -4.0120
C6 0.6748 1.4129 -1.4955
C7 0.8125 -0.4266 4.0037
H18 -0.1845 -5.8988 -3.0112
C8 1.7638 1.3402 -3.4655
C9 -1.0107 -1.7129 2.3390
O1 -2.2353 -5.8618 -3.2808
N5 -1.3283 -3.6179 -1.9059
Zr1 -0.2663 0.0192 0.6293
C10 -5.4270 1.8025 -0.7391
N6 -0.3757 -1.8722 -0.4766
H19 2.4211 3.5410 2.5833
H20 1.5107 0.0381 4.6888
H21 -1.5504 -3.3348 -3.9783
C11 -6.0940 2.9940 -0.4841
C12 3.1578 2.4186 0.8886
C13 3.2322 3.4184 1.8769
H22 -7.0432 3.1789 -0.9678
C14 0.3567 -2.0504 2.2895
C15 5.2774 3.0384 -0.0029
C16 -4.3415 3.6918 1.0188
C17 -0.2621 0.1793 -3.1488
H23 6.5931 5.5011 1.7829
H24 -0.7829 -5.5333 -4.6446
C18 -0.9528 -5.3649 -3.5833
H25 3.3776 -0.9721 3.2481
C19 4.3374 4.2142 1.9268
S1 1.7367 1.5007 0.8058
C20 -0.5188 -0.0624 4.0330
Br1 -1.9722 2.1606 1.6313
I1 -3.2196 -0.2849 -0.4019
C21 1.2820 -1.4110 3.1210
C22 -5.5575 3.9261 0.3911
H26 2.9860 -2.3859 2.2472
C23 5.3994 4.0389 0.9994
O2 0.9200 1.4504 2.0417
C24 -3.6835 2.5063 0.7655
H27 -3.9211 4.4195 1.7005
C25 2.7155 -1.8320 3.1436
H28 -1.0746 -0.4573 -3.4823
C26 -2.5734 -4.3090 -1.4711
C27 -0.8813 -3.8676 -3.2989
H29 6.0790 2.9138 -0.7190
C28 4.1755 2.2398 -0.0664
O3 1.8731 0.0394 0.4342

Cartesian forces (eV/Å) of the 6 atoms listed first:
H -0.02 0.03 -0.04
N 0.76 0.47 0.35
N -0.08 0.23 0.08
N 0.84 0.76 0.73
H 0.07 0.05 -0.03
C 0.49 -0.51 0.10